Record 1
A single C19H23F2N3O4 molecule, computed with the ωB97M-V functional and the def2-TZVPD basis.

Structure (XYZ):
```
51
Properties=species:S:1:pos:R:3:nbo_charge:R:1
H -5.530 2.135 -1.168 0.16
O 0.387 -0.913 1.554 -0.62
C -6.720 0.314 0.239 -0.07
H 4.536 2.525 -1.614 0.21
H -7.631 -0.064 0.705 0.19
H 3.890 3.506 -0.281 0.22
H -5.581 3.339 0.156 0.19
N -0.493 -1.451 -0.456 -0.42
H 6.091 -1.990 -1.589 0.23
H 7.534 -2.594 0.344 0.22
C -1.466 -2.327 0.163 -0.22
H -3.567 -2.540 0.471 0.21
H -4.243 1.847 1.598 0.17
C 2.910 1.636 -0.568 0.30
H -3.028 -0.547 1.779 0.17
C 6.508 0.462 1.307 0.38
H 0.416 -1.137 -2.312 0.23
C 2.475 0.667 0.288 -0.33
C -0.571 -1.306 -1.889 -0.41
C 5.681 0.838 0.237 0.16
C -2.899 -1.807 0.018 -0.42
H -3.163 -1.713 -1.036 0.21
C -3.070 -0.440 0.681 -0.22
C -5.538 2.273 -0.076 -0.07
C 0.339 -0.753 0.344 0.65
C 5.572 -0.096 -0.793 0.34
C 1.244 0.244 -0.284 0.04
F 4.813 0.163 -1.886 -0.33
H -1.208 -0.466 -2.173 0.21
H 2.925 0.296 1.183 0.26
H -1.387 -3.321 -0.290 0.20
H -5.522 -1.433 0.598 0.20
N -4.291 0.213 0.242 -0.44
C 6.225 -1.316 -0.758 -0.28
C 7.025 -1.645 0.317 -0.20
H -0.982 -2.225 -2.306 0.20
O -6.705 1.702 0.468 -0.52
H -6.752 0.115 -0.844 0.16
H -5.494 -0.243 1.929 0.17
N 0.993 0.929 -1.373 -0.12
C 4.139 2.485 -0.591 -0.11
C -4.278 1.641 0.514 -0.25
H -2.237 0.200 0.381 0.20
C 7.171 -0.745 1.360 -0.28
F 6.650 1.332 2.322 -0.31
H -3.397 2.083 0.044 0.21
C -5.486 -0.368 0.831 -0.25
O 2.016 1.790 -1.557 -0.26
O 5.111 2.066 0.337 -0.46
H -1.202 -2.396 1.220 0.24
H 7.789 -0.964 2.216 0.24
```

Orbital gap, eV: 9.4
2S+1: 1
HOMO, eV: -8.7


Record 2
A molecular structure, C2H3CuF4NO5S2, computed with the ωB97M-V functional and the def2-TZVPD basis.

Structure (XYZ):
```
18
Properties=species:S:1:pos:R:3:nbo_charge:R:1
Cu -1.189 -1.120 1.420 0.79
O 0.804 -0.476 1.708 -1.11
F 2.557 -2.071 -0.118 -0.33
F 0.550 -1.618 -0.772 -0.35
S -0.891 1.591 0.239 1.56
O 3.032 0.630 0.936 -0.93
S 1.615 0.299 0.733 2.19
O -2.712 -1.035 -0.211 -0.17
C 1.765 -1.094 -0.541 0.70
F 2.231 -0.634 -1.694 -0.32
O -1.128 3.008 0.703 -1.02
C -3.883 -1.826 -0.266 -0.28
O -1.462 1.429 -1.176 -1.04
N 0.846 1.535 0.186 -1.15
F -1.713 -1.660 -1.138 -0.14
H -4.529 -1.328 0.475 0.22
H -4.287 -1.830 -1.287 0.20
H -3.719 -2.865 0.047 0.18
```

Orbital gap (spin up / spin down), eV: 5.3 / 5.3
Charge: -1
2S+1: 1
HOMO (spin up / spin down), eV: -3.7 / -3.7


Record 3
A single C5H10O2 molecule, computed with the ωB97M-V functional and the def2-TZVPD basis.

Structure (XYZ):
```
17
Properties=species:S:1:pos:R:3:nbo_charge:R:1
H -0.512 0.751 2.425 0.23
O 0.584 1.856 0.440 -0.53
H -0.928 1.360 -0.932 0.17
C 0.818 -0.011 -0.545 0.07
H 1.767 -0.122 -1.080 0.18
H -1.524 -0.395 -1.566 0.17
H 2.007 0.563 1.272 0.18
C 0.980 0.541 0.888 0.08
C -1.116 -1.354 -1.223 -0.25
H -1.806 -1.794 -0.491 0.18
H 0.551 -0.646 2.667 0.22
C 0.021 -0.055 1.914 -0.65
H 0.593 1.925 -1.667 0.18
O 0.156 -1.242 -0.633 -0.54
H -0.720 -0.712 1.451 0.22
H -1.036 -2.023 -2.087 0.18
C 0.164 1.357 -0.833 -0.09
```

Orbital gap, eV: 10.5
2S+1: 1
HOMO, eV: -9.5


Record 4
A molecular structure, CdH14O8, computed with the ωB97M-V functional and the def2-TZVPD basis.

Structure (XYZ):
```
23
Properties=species:S:1:pos:R:3:nbo_charge:R:1
H -1.899 -2.411 1.350 0.46
H 0.516 2.132 -1.805 0.53
H -0.241 2.017 -3.136 0.50
H 1.416 0.127 1.308 0.48
O 1.986 -0.687 -1.905 -0.99
O 1.870 -0.383 2.016 -0.96
O -0.104 0.053 0.003 -1.35
O -2.082 -1.470 1.454 -0.95
Cd -0.364 -0.590 -1.908 1.72
H 2.647 -1.288 -2.270 0.50
O -2.369 1.598 -0.004 -0.97
H 0.218 -2.801 -0.762 0.45
H 1.250 -1.077 2.274 0.47
O -0.153 -2.577 -1.614 -1.27
H 0.904 1.488 2.674 0.47
H -1.598 -1.041 0.726 0.47
H -2.703 1.256 -0.838 0.44
H -1.525 1.123 0.143 0.50
O 0.247 2.165 2.888 -0.95
H 0.064 -0.566 0.700 0.45
O 0.160 1.490 -2.433 -0.99
H 2.038 -0.818 -0.946 0.50
H -0.279 2.261 2.087 0.47
```

Orbital gap, eV: 8.5
2S+1: 1
HOMO, eV: -9.8


Record 5
A molecular structure, C43H35HgIN9Te, computed with the ωB97M-V functional and the def2-TZVPD basis.

Structure (XYZ):
```
90
Properties=species:S:1:pos:R:3:mulliken_charge:R:1
H -3.867 1.899 1.740 0.44
H -7.299 -1.056 -0.575 0.39
C 3.766 2.825 0.945 -0.76
C -3.639 2.685 1.026 -0.27
H 0.722 -4.057 -2.786 0.49
C -1.860 2.745 -4.639 -0.96
N -0.498 -1.031 -2.028 0.66
H -2.705 -1.861 3.901 0.48
H -2.915 4.235 -3.514 0.51
C 0.163 -1.085 -4.300 -1.22
C -4.100 -0.856 0.549 -0.20
N -3.434 -0.880 1.739 -1.60
C 2.717 -3.978 0.921 -1.21
C -4.161 -0.834 -1.769 -0.18
Te 2.708 -1.907 0.345 0.10
H 1.803 -4.463 0.572 0.44
H -2.030 3.220 -5.596 0.42
C 3.939 -4.589 0.282 0.61
C -2.125 2.669 -2.272 0.27
H -1.304 2.709 3.121 0.55
H 2.742 -4.061 2.006 0.57
H -1.017 -2.561 5.600 0.39
C -5.532 -0.938 -1.814 -0.98
C -0.407 -0.435 -3.213 0.31
H 6.047 -7.238 0.525 0.39
H 1.767 5.507 1.966 0.48
N -3.030 2.296 -0.084 0.23
C -0.112 -2.292 -1.889 -0.68
H 1.031 -2.921 -4.990 0.44
C -3.958 4.011 1.278 -0.97
H 1.367 -2.002 5.231 0.41
H -2.663 5.275 -1.570 0.43
H -6.053 -0.987 -2.761 0.42
C 2.019 1.445 0.019 -0.32
H 1.812 1.530 3.400 0.74
C 0.969 4.788 2.034 -0.26
C -1.293 -0.846 2.672 -0.31
H 4.011 -6.302 1.568 0.43
C 0.589 -2.397 -4.153 -0.53
C -3.595 4.962 0.342 -0.58
C 5.621 -6.316 0.151 -0.50
C -5.514 -0.944 0.583 -0.55
C -0.723 -1.982 4.733 -0.69
C 4.546 -3.922 -0.783 0.64
C -2.723 3.199 -1.008 0.75
H 3.746 2.987 3.084 0.40
C 6.230 -5.647 -0.904 -0.56
H 0.276 -0.588 -5.252 0.46
N 0.442 4.167 0.960 -0.07
H -0.253 -2.726 -0.908 0.63
N 0.402 0.334 1.387 1.49
C 5.689 -4.458 -1.369 -0.65
C -1.663 -1.590 3.801 -0.63
H 7.132 -6.045 -1.350 0.38
N -0.515 3.285 1.277 0.26
C 3.118 2.272 -0.154 -0.94
C 2.186 1.703 2.400 -0.40
C 1.001 -0.896 3.436 -0.67
C 0.616 -1.656 4.531 -1.08
C -0.612 3.348 2.593 -0.20
Hg -1.273 0.373 -0.150 3.17
H 4.696 -1.895 -1.533 0.56
H -4.460 4.284 2.196 0.44
I 0.632 4.766 5.095 0.11
C 3.937 -2.628 -1.266 -1.13
N -1.448 1.519 -2.211 0.19
H 3.476 2.481 -1.156 0.45
H -3.584 -0.790 -2.691 0.27
C 0.295 4.286 3.118 -1.05
H -6.000 -0.968 1.550 0.45
C -1.017 0.930 -3.329 0.68
C 3.276 2.539 2.215 -1.07
C 0.070 -0.418 2.497 0.24
C 4.481 -5.788 0.737 -0.78
H 3.306 -2.798 -2.141 0.33
C -1.203 1.532 -4.567 -1.01
C 1.531 1.114 1.301 -0.16
C -6.218 -0.985 -0.589 -0.27
H -0.872 1.046 -5.472 0.38
C 0.428 -3.027 -2.933 -1.06
H 0.748 4.238 0.005 0.21
H 2.048 -0.667 3.286 0.64
N -2.160 -0.558 1.653 0.98
N -3.451 -0.793 -0.640 0.03
C -2.342 3.320 -3.480 -1.01
H 1.494 1.041 -0.844 0.52
H -3.790 6.012 0.515 0.43
H 6.163 -3.929 -2.189 0.41
H 4.629 3.465 0.815 0.42
C -2.971 4.552 -0.826 -1.02
```

Orbital gap (spin up / spin down), eV: 4.5 / 5.3
2S+1: 2
HOMO (spin up / spin down), eV: -5.3 / -6.0
Expectation value of S²: 0.778


Per-record energy above the lowest of the compared OMol25 structures with the same formula, charge and spin, eV: 2.8499; 2.4437; 2.8830; 0.0000; 0.3046
Per-record E_tot, eV: -38169.174; -91025.551; -9440.160; -21170.146; -78136.831